1.
# C27H30As2ClN4OPdS

A molecular structure, C27H30As2ClN4OPdS (the ωB97M-V functional and the def2-TZVPD basis, the Open Molecules 2025 dataset).

ORCA input file:
```
! wB97M-V def2-TZVPD RIJCOSX def2/J DEFGRID3
* xyz 3 5
Pd 0.2355 0.4095 -0.2808
Cl 5.5159 1.0437 -5.3366
C 4.4750 1.2726 -4.0373
C 4.1262 2.5813 -3.6287
C 3.2860 2.7484 -2.5755
C 2.7001 1.6259 -1.8744
O 1.8855 1.8568 -0.9452
C 3.1019 0.2837 -2.2934
C 2.7313 -0.9469 -1.5870
N 1.8720 -1.0232 -0.6448
C 1.6532 -2.2664 0.0254
C 2.6302 -3.2074 0.2150
C 2.3366 -4.4289 0.8578
C 1.0725 -4.6855 1.3019
C 0.0486 -3.7177 1.1485
C -1.2781 -3.9395 1.5860
C -2.2235 -2.9721 1.3985
C -1.8358 -1.7630 0.8019
N -0.6091 -1.5115 0.3951
C 0.3439 -2.4874 0.5332
C 3.9723 0.1470 -3.3465
H 4.5406 3.4254 -4.1640
H 2.9950 3.7342 -2.2366
H 3.2610 -1.8449 -1.9080
H 3.6460 -3.0182 -0.1086
H 3.1235 -5.1578 0.9921
H 0.8355 -5.6250 1.7844
H -1.5306 -4.8804 2.0592
H -3.2505 -3.1124 1.7031
H -2.5673 -0.9799 0.6403
H 4.3078 -0.8343 -3.6602
C -0.5489 -0.9946 -4.0428
As -0.7503 0.3436 -2.6661
C -0.2110 1.9795 -3.5636
C -2.6463 0.5788 -2.4282
C -3.5493 0.1236 -3.3837
C -4.9050 0.3882 -3.2423
C -5.3644 1.1157 -2.1546
C -4.4703 1.5653 -1.1928
C -3.1112 1.2942 -1.3220
As -1.8821 1.8635 0.0444
C -1.6580 3.7695 -0.2066
C -2.9431 1.7665 1.6676
H -1.0747 -1.9070 -3.7714
H 0.5099 -1.2094 -4.1741
H -0.9490 -0.5866 -4.9704
H -0.9946 2.2658 -4.2640
H 0.7131 1.8006 -4.1134
H -0.0482 2.7720 -2.8373
H -3.2142 -0.4373 -4.2466
H -5.6024 0.0279 -3.9866
H -6.4197 1.3289 -2.0507
H -4.8521 2.1202 -0.3444
H -2.6183 4.2631 -0.0619
H -1.3041 3.9647 -1.2161
H -0.9368 4.1599 0.5094
H -3.5982 2.6357 1.7075
H -2.3030 1.7596 2.5465
H -3.5504 0.8642 1.6625
N 1.2626 3.3445 3.4848
C 1.7157 2.4629 2.6202
N 2.8953 2.5646 2.0498
S 0.7070 1.0734 2.2207
H 1.7713 4.1905 3.7112
H 0.4399 3.1421 4.0337
H 3.5890 3.2382 2.3499
H 3.1393 1.9402 1.2962
*
```

LUMO (spin up / spin down) in eV: -8.410 / -12.054
⟨S²⟩: 6.044
Gap between HOMO and LUMO (spin up / spin down) in eV: 7.11 / 4.23

2.
# C3H8FNP

A gas-phase ion, C3H8FNP (charge +1) at a distorted geometry (the ωB97M-V functional and the def2-TZVPD basis, the Open Molecules 2025 dataset).

ORCA input file:
```
! wB97M-V def2-TZVPD RIJCOSX def2/J DEFGRID3
* xyz 1 1
N -1.7028 -0.3492 0.5547
C -0.6641 0.5821 0.1612
C -0.0993 0.4165 -1.1800
C 0.9170 -0.2827 -0.3912
F 0.6094 -1.6727 -0.2970
P 2.5657 0.3424 0.2062
H -1.2809 -1.1915 0.3677
H -2.6838 -0.1112 0.1771
H -1.8915 -0.2456 1.5176
H -0.6476 1.5622 0.5860
H -0.5022 -0.1491 -1.9763
H 0.1755 1.2615 -1.8416
H 3.0036 -1.0333 0.7345
H 2.2010 0.8705 1.3810
*
```

LUMO in eV: -3.703
SMILES: [NH3+][C@@H]1C[C@@]1(F)P
ΔE to the lowest compared entry with this formula, charge and spin in kJ/mol: 115.4
Gap between HOMO and LUMO in eV: 9.53

3.
# C5H10OS

A gas-phase ion, C5H10OS (charge +1) at a distorted geometry (the ωB97M-V functional and the def2-TZVPD basis, the Open Molecules 2025 dataset).

ORCA input file:
```
! wB97M-V def2-TZVPD RIJCOSX def2/J DEFGRID3
* xyz 1 2
O 0.2581 0.3046 -3.7164
C 0.3516 0.9713 -2.7521
C -0.3549 0.7366 -1.5491
C 0.4109 0.5612 -0.2034
C -0.6275 0.5581 0.9488
S -0.5077 -1.0775 1.7288
C 0.8588 -0.9620 2.9341
H 1.0469 1.8128 -2.6306
H -1.1438 -0.0868 -1.6543
H -0.9615 1.7132 -1.4810
H 0.9650 -0.4080 -0.3336
H 1.2001 1.3749 -0.0977
H -0.4609 1.3598 1.6314
H -1.7033 0.7096 0.5389
H 0.6728 -1.7887 3.6124
H 1.8088 -0.9483 2.5858
H 0.8005 -0.1264 3.6285
*
```

LUMO (spin up / spin down) in eV: -3.466 / -8.607
⟨S²⟩: 0.753
ΔE to the lowest compared entry with this formula, charge and spin in kJ/mol: 112.0
Gap between HOMO and LUMO (spin up / spin down) in eV: 9.72 / 4.56

4.
# C11H15N

2 unconnected molecules or ions with the total composition C11H15N (the ωB97M-V functional and the def2-TZVPD basis, the Open Molecules 2025 dataset).

ORCA input file:
```
! wB97M-V def2-TZVPD RIJCOSX def2/J DEFGRID3
* xyz 0 1
C 3.6514 0.6564 0.1890
C 2.6200 0.9116 -0.8752
C 2.7641 0.9494 -2.2248
N 1.5550 1.2002 -2.8235
C 0.5877 1.3274 -1.8671
C -0.7928 1.4449 -1.9864
C -1.5309 1.4821 -0.8220
C -0.9151 1.3334 0.4227
C 0.4457 1.1310 0.5334
C 1.2260 1.1485 -0.6276
H 3.3289 1.1989 1.0814
H 4.6147 1.0800 -0.0842
H 3.7438 -0.3885 0.4502
H 3.6710 0.8409 -2.8072
H 1.4490 1.2537 -3.8193
H -1.2780 1.5046 -2.9490
H -2.5982 1.6516 -0.8724
H -1.4886 1.2980 1.3369
H 0.9189 0.9822 1.4955
C -2.0433 -2.5315 2.3870
C -3.4102 -2.6853 1.7320
H -2.1339 -2.3321 3.4481
H -1.5285 -3.4689 2.2247
H -1.4739 -1.7327 1.9217
H -4.0240 -3.4674 2.1559
H -4.0668 -1.8168 1.6984
H -3.2921 -2.9715 0.6817
*
```

LUMO in eV: 0.942
SMILES: Cc1c[nH]c2ccccc12.CC
ΔE to the lowest compared entry with this formula, charge and spin in kJ/mol: 20.3
Gap between HOMO and LUMO in eV: 8.75

5.
# C6H14N5S

A gas-phase ion, C6H14N5S (charge +1) (the ωB97M-V functional and the def2-TZVPD basis, the Open Molecules 2025 dataset).

ORCA input file:
```
! wB97M-V def2-TZVPD RIJCOSX def2/J DEFGRID3
* xyz 1 1
H 0.5046 -3.7539 0.4515
N 0.7502 -2.7778 0.5556
C 1.1608 -2.4267 1.6831
N 1.5744 -1.1261 1.9540
C 1.5358 -0.0355 1.1469
N 2.1236 1.0750 1.6173
N 1.1265 -0.0558 -0.0938
C 0.0638 0.1383 -0.7763
C 0.0965 -0.0372 -2.2608
C -0.8494 -1.1459 -2.7322
N -1.0997 0.5088 -0.2154
S -1.3808 0.6015 1.4697
C -1.5402 2.4040 1.6474
H 1.2726 -3.0600 2.5721
H 1.9806 -0.9866 2.8706
H 2.2500 1.8673 1.0089
H 2.6450 1.0824 2.4788
H -0.1833 0.9034 -2.7413
H 1.1161 -0.2869 -2.5475
H -0.7040 -1.2978 -3.7976
H -1.8934 -0.8880 -2.5714
H -0.6328 -2.0755 -2.2135
H -1.9158 0.5106 -0.8155
H -2.0057 2.5726 2.6137
H -2.1885 2.7833 0.8640
H -0.5632 2.8738 1.6145
*
```

LUMO in eV: -2.677
SMILES: [H]/N=C/N/C(N)=N/C(CC)=[NH+]\SC
ΔE to the lowest compared entry with this formula, charge and spin in kJ/mol: 0.0
Gap between HOMO and LUMO in eV: 10.12

6.
# C5H13NO

A single C5H13NO molecule at a distorted geometry (the ωB97M-V functional and the def2-TZVPD basis, the Open Molecules 2025 dataset).

ORCA input file:
```
! wB97M-V def2-TZVPD RIJCOSX def2/J DEFGRID3
* xyz 0 1
C -2.3286 -0.0221 -0.8773
C -1.8107 -0.0502 0.5542
C -0.4243 -0.7402 0.6432
C 0.7242 0.2230 0.3356
N 1.3199 0.7948 1.5504
C 1.6717 -0.2687 -0.7350
O 2.6821 0.7279 -0.9202
H -3.3326 0.3853 -0.9740
H -1.6930 0.6382 -1.4716
H -2.2795 -1.0414 -1.2668
H -1.7136 0.9570 0.9638
H -2.5126 -0.5078 1.2466
H -0.3415 -1.0999 1.6722
H -0.5287 -1.6355 0.0257
H 0.1756 1.0648 -0.1038
H 1.8043 1.6313 1.2394
H 2.0658 0.1797 1.8665
H 2.0923 -1.2537 -0.5278
H 1.1064 -0.3568 -1.6777
H 3.3229 0.3744 -1.5435
*
```

LUMO in eV: 0.841
SMILES: CCC[C@@H](N)CO
ΔE to the lowest compared entry with this formula, charge and spin in kJ/mol: 95.9
Gap between HOMO and LUMO in eV: 10.37